A cluster of 2 separate species, C3H7NO2 in total, computed with wB97M-V/def2-TZVPD.

Each atom is followed by the atoms it is bonded to, with distances in Å.
Cartesian coordinates (Å):
1 C -2.00730 0.07839 0.33226  C2 1.337, H7 1.085, H8 1.088
2 C -1.19989 -0.92001 0.70496  C1 1.337, O3 1.351, H10 1.087
3 O -1.34006 -2.22508 0.38365  C2 1.351, H11 0.968
4 C 1.56448 0.60876 0.02131  O5 1.343, N6 1.334
5 O 0.79782 0.89610 -1.04283  C4 1.343, H9 0.973
6 N 2.81817 0.92954 -0.30094  C4 1.334, H12 1.006, H13 1.017
7 H -1.81670 1.08540 0.68800  C1 1.085
8 H -2.89899 -0.08498 -0.27014  C1 1.088
9 H -0.10850 0.63358 -0.80605  O5 0.973
10 H -0.29651 -0.74852 1.28477  C2 1.087
11 H -2.13723 -2.33262 -0.15395  O3 0.968
12 H 3.55157 0.77409 0.36989  N6 1.006
13 H 3.07314 1.30535 -1.21092  N6 1.017

ΔE to the lowest compared entry with this formula, charge and spin = 68.8 kcal/mol
E_LUMO = 0.0349 Ha
HOMO energy = -8.72 eV